39
Properties=species:S:1:pos:R:3:forces:R:3 method="wB97M-V/def2-TZVPD" de_lowest_ev=1.018 lumo_ev=2.6 total_energy_ev=-33858.1573 homo_lumo_gap_ev=5.024 charge=-1 largest_force_ev_per_a=3.56
S -2.4921 0.6921 -1.5850 0.24 0.09 -0.17
O 1.6614 -1.7006 1.3189 0.86 -1.96 0.33
O 0.4805 2.1219 1.4895 -1.21 1.46 1.19
O -0.0069 0.0651 2.2739 -0.54 0.31 0.73
O 2.6460 -1.3536 -0.6864 0.49 -0.82 -0.25
O -0.7135 -1.6712 -0.7069 -0.20 0.22 -1.81
C -0.8551 -1.3618 -1.8803 -0.38 -0.54 1.11
C 0.5754 0.7735 1.4734 2.01 -1.86 -2.27
C 1.9631 -0.9521 0.2597 -0.69 3.17 -0.58
C 0.2229 -1.3951 -2.9227 0.46 0.15 0.13
C -0.4940 4.1125 2.2442 -0.02 0.18 -0.16
C 2.3944 -2.9422 1.4148 -0.62 0.52 0.02
C 1.4548 0.3964 0.3604 -0.92 -1.82 2.13
C -3.9743 1.2244 -2.4427 -0.15 0.09 0.14
C -2.2444 -0.9178 -2.3785 0.04 -0.26 0.63
C 1.8641 1.4123 -0.6031 0.25 0.69 -0.69
C 1.6443 -3.6864 2.4793 -0.31 -0.19 0.34
C -0.4612 2.6211 2.4593 0.37 -0.05 -0.46
H 1.5788 -3.0644 3.3755 0.03 -0.13 0.00
H 0.2839 -2.4072 -3.3472 -0.06 0.17 0.08
H 2.1264 -4.6320 2.7217 0.03 -0.14 0.07
H -2.9832 -1.6327 -1.9914 0.10 0.15 -0.18
H 3.4248 -2.7323 1.7435 -0.15 -0.05 -0.33
H -0.9149 4.3380 1.2584 0.11 0.04 0.12
H -4.8263 0.6353 -2.0933 -0.05 0.12 -0.21
H 1.1816 -1.1607 -2.4521 0.02 -0.14 0.02
H -4.1198 2.2725 -2.1596 -0.09 -0.19 -0.13
H 2.4422 2.2104 -0.1140 0.04 0.08 -0.29
H 0.5201 4.5262 2.2916 -0.19 -0.03 0.02
H 2.3925 -3.5026 0.4667 0.14 0.42 0.22
H -0.1384 2.3823 3.4852 -0.11 -0.13 -0.36
H 0.0113 -0.6842 -3.7274 0.00 -0.13 0.09
H -3.8685 1.1504 -3.5287 -0.04 0.04 0.13
H -2.2986 -0.8543 -3.4711 0.03 0.10 0.22
H -1.1137 4.5856 3.0038 -0.05 0.15 0.08
H 2.4786 0.9437 -1.3774 -0.04 0.15 0.01
H 0.6192 -3.8720 2.1433 0.14 -0.04 0.04
H 0.9867 1.8870 -1.0655 0.19 0.15 -0.19
H -1.4480 2.1724 2.2703 0.29 0.01 0.23

***

105
Properties=species:S:1:pos:R:3:forces:R:3 method="wB97M-V/def2-TZVPD" lumo_ev=-0.4 total_energy_ev=-89027.7321 homo_lumo_gap_ev=8.069 largest_force_ev_per_a=0.78
Cl 2.4397 3.0055 -3.5778 0.13 0.02 0.01
S -3.6597 0.9084 -0.6938 -0.01 -0.23 0.25
P 2.6771 1.6767 -2.0393 0.09 0.04 0.34
O -0.2853 2.5749 -2.9485 -0.18 -0.14 -0.13
O -1.0600 2.2664 -6.4936 0.30 0.29 0.01
O 0.0365 1.6683 5.3990 0.07 -0.03 -0.19
O 3.0989 0.3328 -2.8914 -0.13 -0.05 0.16
O 1.4083 2.9739 4.2010 -0.36 0.24 -0.31
N -2.6434 1.6881 -1.6405 0.03 0.29 -0.22
N 10.6984 -1.4470 5.6330 -0.01 0.03 -0.05
N -2.6377 0.0036 0.1696 -0.21 0.16 -0.20
N 6.6365 -0.1440 0.6029 -0.05 0.00 -0.07
N -4.1435 0.1195 -5.7416 0.00 -0.26 -0.10
N -10.7527 0.2591 -4.7701 -0.08 0.01 0.01
C -1.4189 1.2772 -1.3176 -0.24 -0.30 0.21
C 6.9352 -0.2290 1.7079 -0.03 -0.06 0.02
C -7.5756 -0.2601 -5.3834 0.04 0.16 -0.06
C -11.5323 -3.1161 -4.8396 -0.06 -0.02 -0.15
C -0.2986 -2.7337 0.6110 -0.32 0.16 -0.04
C -11.1790 -0.7172 -4.3430 -0.09 0.05 0.06
C 3.0908 1.4588 3.3100 -0.42 -0.40 0.00
C -0.9041 3.6533 4.4971 -0.11 -0.07 -0.07
C 0.9851 1.1720 -1.4637 -0.05 -0.27 -0.06
C 9.2990 -2.5699 7.5291 -0.15 0.04 -0.02
C -0.1906 -0.2650 0.1689 -0.40 -0.15 0.65
C -5.0996 -0.3066 -5.2716 0.03 -0.03 0.06
C 3.2771 0.2461 2.3991 0.37 0.28 -0.33
C -0.2900 -1.3273 1.2380 0.04 -0.14 -0.38
C 3.1689 0.5654 0.8975 -0.23 -0.22 -0.45
C -7.6711 1.2549 -5.2699 0.08 0.02 -0.08
C 8.2633 -0.3482 8.2262 -0.04 -0.01 -0.03
C 9.8202 -0.1903 2.5777 0.02 0.02 -0.06
C -11.7151 -1.9774 -3.8284 0.08 -0.12 -0.07
C -12.2482 -2.8562 -6.1596 0.03 -0.02 0.00
C 8.6629 0.3917 3.3759 0.15 0.03 -0.05
C -1.2274 2.8278 -5.1918 -0.05 -0.46 0.25
C -2.7024 2.9034 -4.8477 0.01 0.27 0.08
C -1.0203 -3.7772 1.4732 0.24 -0.19 -0.35
C 0.1951 2.6612 4.7443 -0.06 -0.27 0.37
C 0.9695 0.1645 -0.3856 0.27 0.29 -0.13
C 1.7619 2.1639 3.0666 0.56 0.00 -0.24
C -1.4183 0.3029 -0.2828 0.25 0.03 -0.10
C -6.3332 -0.8336 -4.6895 -0.13 0.02 -0.11
C 10.0938 -1.9523 6.4674 0.05 -0.05 0.03
C -0.4763 1.9248 -4.2179 -0.32 -0.15 -0.01
C 8.0068 -1.7846 7.7860 -0.02 0.16 0.05
C -0.1941 1.6846 -1.9210 0.27 0.34 -0.33
C 2.2681 -0.4320 0.1165 0.17 0.25 -0.23
C 7.3345 -0.3269 3.1122 0.09 0.13 0.06
H -0.8421 4.4601 5.2266 0.07 0.07 -0.03
H 9.9560 -1.2483 2.8047 0.03 0.00 0.01
H 0.7123 -3.0431 0.3421 0.06 -0.01 0.13
H 0.4764 1.6349 -4.6625 0.13 0.11 0.15
H 6.5373 0.1053 3.7198 -0.03 -0.04 0.00
H -3.1863 3.7471 -5.3401 0.00 -0.08 -0.16
H 2.7762 -0.8410 -0.7553 0.21 -0.05 0.06
H 7.4180 -1.3843 3.3708 -0.01 -0.02 -0.01
H 1.8531 2.8291 2.2064 -0.13 0.11 0.05
H -0.8375 -2.6489 -0.3354 0.06 -0.06 -0.07
H -2.0478 -3.8858 1.1285 -0.12 0.11 0.22
H -3.1633 1.9709 -5.1780 -0.05 0.26 0.13
H 8.5512 1.4529 3.1443 -0.06 0.00 0.01
H 7.3228 0.1640 8.4276 0.00 0.00 0.02
H 10.7475 0.3235 2.8264 0.02 -0.04 0.04
H -1.0213 -3.5189 2.5307 0.03 0.00 0.05
H -0.8628 4.0735 3.4947 0.15 0.07 0.01
H 8.7874 0.2169 7.4539 0.04 -0.02 0.01
H 9.6636 -0.0840 1.5027 -0.07 -0.01 0.01
H 0.9784 1.4412 2.8241 -0.08 -0.06 0.26
H -6.3091 -1.9207 -4.7772 0.03 -0.01 0.04
H 2.7686 1.5633 0.7302 0.02 0.10 0.17
H 8.8893 0.3175 4.4404 -0.06 -0.03 0.01
H -12.7728 -1.8331 -3.6026 -0.01 0.02 0.01
H -6.8224 1.7381 -5.7581 0.03 -0.01 0.05
H 7.3980 -1.7859 6.8795 0.01 -0.06 -0.01
H 3.0848 1.1092 4.3432 0.13 0.14 0.08
H -2.8578 3.0136 -3.7762 0.07 0.00 0.06
H 8.8647 -0.3172 9.1363 0.01 0.01 0.00
H -10.4670 -3.2664 -5.0253 0.01 0.00 0.05
H -12.1199 -3.7001 -6.8368 -0.02 -0.01 0.00
H -11.9110 -4.0366 -4.3928 0.02 0.02 0.07
H -7.5655 -0.5454 -6.4375 0.03 -0.06 0.01
H -8.5798 1.6157 -5.7460 -0.04 -0.02 0.05
H 2.0671 -1.2852 0.7578 -0.04 -0.03 -0.13
H 7.4343 -2.3058 8.5546 0.03 -0.07 -0.02
H -11.8524 -1.9707 -6.6585 -0.02 0.03 0.03
H -1.0621 1.0121 -4.0515 -0.06 -0.01 -0.07
H -0.7463 3.8056 -5.1861 0.01 0.04 -0.17
H -6.3433 -0.5835 -3.6267 0.03 0.00 0.01
H -13.3184 -2.7093 -6.0040 0.00 0.01 -0.01
H -7.6923 1.5711 -4.2251 -0.01 0.00 0.00
H 4.1464 0.5734 0.4173 0.15 0.05 0.26
H -1.8489 3.1343 4.6323 -0.06 0.06 0.08
H -8.4601 -0.7107 -4.9394 0.03 -0.07 0.04
H 3.8990 -0.0117 -2.4763 0.17 -0.04 -0.26
H -11.2031 -2.2086 -2.8936 -0.03 0.03 0.03
H 2.5673 -0.5425 2.6536 -0.07 0.07 0.18
H 9.0725 -3.5945 7.2328 0.04 -0.02 0.02
H 4.2772 -0.1521 2.5827 -0.06 -0.20 0.07
H 3.9112 2.1630 3.1662 0.04 0.05 0.13
H -1.3587 1.3516 -6.4471 -0.19 -0.01 -0.11
H -0.5614 -4.7593 1.3554 0.03 -0.03 0.11
H 0.5293 -1.2159 1.9472 -0.17 -0.10 0.19
H 9.9078 -2.6108 8.4338 0.02 -0.01 0.00
H -1.2342 -1.2029 1.7649 0.03 0.14 0.12

***

59
Properties=species:S:1:pos:R:3:forces:R:3 method="wB97M-V/def2-TZVPD" de_lowest_ev=4.513 lumo_ev=-2.4 total_energy_ev=-39007.7032 homo_lumo_gap_ev=11.499 charge=+1 largest_force_ev_per_a=6.96
O -0.0745 2.6289 -4.2072 -0.75 -0.57 3.23
O 1.7642 0.3942 2.4548 2.31 0.47 -1.27
O 1.2948 0.2496 -3.2125 -0.56 -3.64 0.03
O -1.9307 3.3764 0.7174 0.28 -3.55 0.75
O -1.1557 -2.1477 1.7554 -1.05 1.26 -3.25
O -2.3459 -2.5345 -1.9778 -0.49 2.23 -4.20
O -1.2894 -4.4592 0.4673 -0.36 0.79 -0.33
O 1.9931 -2.7847 2.0871 1.78 -0.91 0.23
O -2.6953 3.2639 -2.5551 3.05 -2.45 0.10
O 4.0931 0.1974 0.8777 -5.06 4.59 -0.17
O 0.9438 2.6868 0.3356 0.11 -0.93 -0.12
O 3.0549 -1.4876 -0.7203 1.78 -0.91 0.34
O 1.0392 3.9308 -2.0504 -0.59 0.43 -2.98
O 0.0945 -1.2661 3.7977 -0.51 -0.61 -4.34
O -1.5051 1.7913 2.3339 -1.06 1.65 0.94
O 1.5447 -4.6513 0.1155 -4.22 4.76 -0.07
N -0.5246 0.0467 0.4864 1.89 0.90 1.08
C -2.8370 0.5594 -0.6402 -0.56 -1.83 2.21
C -1.6895 2.2007 1.0294 -0.31 3.61 1.38
C -0.2606 -1.1392 -0.3918 -0.53 -2.36 1.03
C -1.5151 1.0892 0.0562 0.01 0.07 -4.50
H -3.1919 3.9982 -2.7661 -2.12 2.10 -0.32
H -0.3991 2.5143 -3.2092 0.75 0.38 -3.37
H 2.7886 -2.1725 -0.0857 -0.38 0.59 -0.42
H -3.7072 1.2263 -0.5357 0.70 0.38 -0.28
H 2.3555 -1.0512 -1.1581 -1.58 -0.02 -0.69
H 0.6416 -1.8291 -0.0865 -1.83 2.08 -0.18
H -0.2591 -0.9593 -1.4304 0.52 1.10 -1.15
H 4.7932 -0.2284 1.1569 5.73 -3.31 2.14
H 1.6710 0.7756 -2.5708 1.37 2.06 1.91
H 3.8477 -0.1532 0.0390 -0.35 -0.92 -1.05
H 0.2921 -0.4762 3.2463 0.24 -0.76 0.35
H -1.7858 -5.2591 0.6437 0.35 -0.28 0.00
H -2.3934 -2.9646 -2.8781 0.07 0.46 1.82
H 1.6364 -3.7806 0.6370 0.38 -2.39 -0.59
H 1.9819 -1.9777 2.5660 -1.49 2.06 0.41
H 0.9054 2.9171 -0.5968 0.37 -0.70 -1.20
H 2.2314 -5.2144 0.2032 3.61 -2.48 0.75
H -2.7017 0.1886 -1.6872 0.07 0.37 1.09
H 0.9972 0.8054 -3.8857 -0.69 1.69 -1.75
H -1.0197 -2.1615 2.6431 0.65 -0.57 4.20
H -1.8011 2.5018 3.0593 0.93 -1.84 -2.72
H 1.2234 3.9183 -3.0493 0.70 -0.45 1.86
H 0.1574 4.3023 -2.2221 -0.27 0.22 1.05
H -0.7522 2.1782 -4.7193 -0.24 0.14 -0.13
H 0.8395 3.5881 0.5783 -0.12 1.37 1.57
H 2.8203 -3.0489 2.5391 -0.26 -1.07 -0.73
H -2.2679 -3.1657 -1.3319 0.29 -2.93 2.25
H -3.2094 -0.2848 0.0210 0.42 0.45 -1.08
H -0.3568 -4.6243 0.2631 0.16 -0.80 -0.01
H 0.4304 0.5711 0.5652 -2.07 -0.87 0.54
H -1.1565 -1.7612 -0.2901 0.63 0.28 -0.02
H -1.0749 1.5462 -0.8868 0.10 -0.06 1.57
H 2.7309 0.3556 2.0551 -1.96 -0.26 0.56
H -3.1293 2.5975 -2.0327 -0.79 0.33 0.18
H 1.5781 1.3289 2.2961 -0.15 0.14 0.14
H 0.2088 -0.9500 4.6219 0.52 1.41 4.70
H -0.8421 -0.3262 1.4445 0.78 0.05 -1.60
H -1.2039 -3.0167 1.3628 -0.21 -0.99 0.07

***

E_HOMO: -2.43 -8.51 -13.94 (eV)